No. 1
This record from the Open Molecules 2025 dataset describes a 5-piece molecular cluster, C18H38ClN6O8 overall. The level of theory is the ωB97M-V functional and the def2-TZVPD basis.

Results
**E_tot**: -57117.2564 eV
**Charge**: +1
**Kohn-Sham gap**: 6.524 eV

```
71
C18H38ClN6O8 (the ωB97M-V functional and the def2-TZVPD basis)
C -5.066 -7.729 1.697
N -4.288 -8.800 1.401
H -0.018 3.631 -6.212
H -1.383 -5.559 3.468
H -1.720 -4.365 2.208
H -1.495 2.234 -1.585
C -2.170 0.924 -0.014
O -1.355 2.693 -3.567
H -0.067 5.044 -5.150
H -6.921 -6.755 1.406
H -3.880 -9.987 -0.283
H 0.741 3.558 -4.617
H -1.816 5.006 -6.658
H 1.502 4.034 2.633
N 3.904 1.798 0.994
H 9.902 1.729 -0.947
N 8.282 3.031 -0.643
H 1.835 5.276 1.437
O 3.961 0.665 0.987
O 6.133 3.513 -0.223
H 7.728 1.654 1.695
N -2.638 -3.988 4.052
H 1.564 1.615 -0.490
O 2.573 2.269 1.588
N 1.195 2.548 -0.291
C 1.329 4.321 1.597
H -6.366 -7.644 -0.024
Cl -3.429 2.009 0.596
C 7.217 3.112 0.185
C -1.985 -1.951 2.850
C -4.596 -9.922 0.538
H -3.069 -4.380 4.875
H 8.181 3.314 2.106
H -1.691 4.109 0.265
C -1.075 1.636 -0.775
H -5.589 -9.808 0.116
H 6.481 2.831 2.153
O -0.071 4.497 1.447
C -0.102 3.955 -5.175
H -0.206 4.507 -0.606
H -3.356 5.532 -5.976
C -2.763 4.662 -6.256
C 9.630 2.590 -0.336
H 8.085 3.326 -1.587
C -2.608 -2.634 4.050
O -3.065 -1.985 4.977
H -0.470 0.835 -1.205
C -0.237 2.502 0.159
C -2.152 -4.911 3.041
H -2.055 -0.879 3.008
H -3.353 3.421 -4.642
H 2.909 3.696 0.204
H -4.565 -10.859 1.095
H 1.221 3.068 -1.173
H 10.348 3.387 -0.528
C 7.421 2.698 1.625
H -3.390 -8.787 1.859
H -2.972 -5.530 2.682
C -6.437 -7.664 1.064
H -0.936 -2.235 2.743
O -4.668 -6.854 2.452
C -0.615 3.969 0.268
H -0.209 2.081 1.167
O -2.212 -0.233 0.206
H -3.293 4.118 -7.037
H 9.705 2.306 0.708
N -2.542 3.807 -5.103
H -7.044 -8.522 1.356
H -2.512 -2.209 1.932
C 2.072 3.247 0.749
C -1.374 3.437 -4.549
```

How positive or negative is each atom? The Löwdin charges in e answer that: C -0.5388; N 0.0092; H 0.0916; H 0.0834; H 0.0700; H 0.0893; C -0.7722; O -0.0112; H 0.0893; H 0.0833; H 0.0835; H 0.0745; H 0.0743; H 0.1422; N 0.0708; H 0.0866; N 0.0120; H 0.1391; O 0.1724; O -0.0116; H 0.0872; N 0.0182; H 0.1808; O -0.0678; N 0.1592; C -0.0790; H 0.0846; Cl 0.7345; C -0.5558; C -0.0270; C -0.0753; H 0.1429; H 0.0889; H 0.1154; C -0.1159; H 0.0710; H 0.0691; O -0.0828; C -0.0044; H 0.1489; H 0.0895; C -0.0568; C -0.0665; H 0.1418; C -0.5568; O 0.0256; H 0.1370; C -0.2327; C -0.0711; H 0.0704; H 0.1482; H 0.1595; H 0.0852; H 0.1865; H 0.0878; C -0.0114; H 0.1402; H 0.0473; C -0.0082; H 0.0818; O 0.0178; C -0.1533; H 0.1785; O 0.0889; H 0.0906; H 0.0725; N 0.0225; H 0.0861; H 0.0720; C -0.2731; C -0.5300

No. 2
This record from the Open Molecules 2025 dataset describes C18H38CrF2N4O5 as an isolated structure. The level of theory is the ωB97M-V functional and the def2-TZVPD basis.

Results
**E_tot**: -69322.9187 eV
**<S²>**: 3.840
**Multiplicity**: 4
**Charge**: +1
**Kohn-Sham gap (spin up / spin down)**: 4.197 / 5.777 eV

```
68
C18H38CrF2N4O5 (the ωB97M-V functional and the def2-TZVPD basis)
H -4.093 -3.787 -2.484
F -0.486 0.829 0.979
H 3.623 1.107 2.675
O -4.506 -1.924 -1.896
C 2.064 0.497 5.015
C 2.217 3.363 -3.870
H -4.126 -0.578 -3.388
C 0.659 4.557 -2.475
C 1.403 4.467 -3.683
H 1.054 2.756 4.297
H -1.394 -4.242 -3.072
C 0.897 -3.171 -1.008
H 0.821 -1.579 6.452
C 1.666 1.097 3.624
C -3.551 -1.083 -2.612
H 2.727 3.312 -4.820
C 1.109 -0.604 6.845
H -0.046 -5.043 -2.520
H 2.660 -2.557 1.403
O -1.126 5.647 -1.443
C 2.131 2.299 -2.952
H -0.696 -0.080 -2.387
H 2.078 -0.623 7.343
H 1.769 -3.154 -1.662
H -5.713 -3.582 -2.045
H 2.665 1.370 -3.082
H 0.292 -2.532 1.852
O -0.212 -2.973 -1.842
C 1.308 2.365 -1.835
H -3.196 -1.471 -0.674
O 0.934 0.217 5.732
H 0.275 -0.383 7.511
C -4.921 -3.089 -2.609
H 2.143 -0.856 1.522
O 0.263 6.836 -2.713
H -1.269 1.188 -1.507
N -0.153 5.829 -2.162
H 1.214 1.593 -1.085
N -2.307 -1.004 -0.787
H -2.790 -1.624 -3.175
F -1.149 -0.608 3.429
Cr -1.741 -0.698 1.407
H 3.092 -1.383 0.190
H 0.210 2.305 2.970
C 0.937 -2.062 0.057
C -1.583 0.550 -2.333
H -1.769 0.921 -3.342
H 2.654 1.233 5.560
C 0.579 3.492 -1.585
H -0.682 -2.914 0.768
H 0.659 -1.217 -0.574
H 0.703 -4.087 -0.451
H 2.591 -0.450 4.895
C 2.281 -1.700 0.847
N -0.173 -2.096 1.069
N 0.541 1.997 3.873
H 0.099 -3.784 -3.726
C -2.809 -0.089 -1.768
H -5.276 -3.155 -3.637
C -0.368 -4.033 -2.772
H -1.909 -1.672 -1.431
C 2.782 1.751 2.933
H 3.147 2.591 3.525
H -0.009 3.474 -0.679
H 1.405 0.270 2.964
H 1.397 5.320 -4.346
H -3.434 0.631 -1.239
H 2.438 2.024 1.935
```

How positive or negative is each atom? The Löwdin charges in e answer that: H 0.0785; F -0.4095; H 0.0803; O -0.1863; C -0.2152; C -0.0565; H 0.1457; C -0.0928; C -0.0004; H 0.0766; H 0.0802; C -0.1752; H 0.0837; C -0.4721; C -0.1636; H 0.1090; C -0.1059; H 0.0988; H 0.0882; O 0.0731; C -0.0642; H 0.0829; H 0.0930; H 0.1513; H 0.0949; H 0.0991; H 0.1153; O -0.2130; C -0.1112; H 0.0771; O -0.2032; H 0.0911; C -0.0778; H 0.0540; O 0.0875; H 0.0698; N -0.3333; H 0.0879; N -0.0097; H 0.1373; F -0.4464; Cr 1.2733; H 0.0880; H 0.0540; C -0.3130; C -0.0239; H 0.1101; H 0.1288; C -0.0368; H 0.0956; H 0.1129; H 0.1351; H 0.1225; C 0.0108; N 0.0127; N 0.0684; H 0.0986; C -0.4051; H 0.1015; C -0.0870; H 0.0715; C -0.0860; H 0.0901; H 0.1169; H 0.0846; H 0.1170; H 0.1650; H 0.0758

No. 3
This record from the Open Molecules 2025 dataset describes C18H38IN2O2Pt as an isolated structure. The level of theory is the ωB97M-V functional and the def2-TZVPD basis.

Results
**E_tot**: -37693.6094 eV
**<S²>**: 2.010
**Multiplicity**: 3
**Charge**: +1
**Kohn-Sham gap (spin up / spin down)**: 7.953 / 4.902 eV

```
62
C18H38IN2O2Pt (the ωB97M-V functional and the def2-TZVPD basis)
C 5.255 -2.895 0.118
H -4.374 2.815 1.128
N 4.026 -0.747 0.141
H 5.505 1.305 -0.977
H -2.775 2.591 0.207
H -3.531 1.092 -3.942
C -5.396 0.694 -2.306
H -5.503 3.126 -1.555
C 5.259 1.420 0.081
O -2.497 1.746 -0.195
H 5.579 -2.961 -0.920
I 0.126 0.096 2.217
H -5.371 1.958 2.211
H 6.030 2.053 0.517
H 6.084 -2.196 1.957
C -5.772 -0.084 0.043
H -2.601 0.219 -2.688
H -4.764 -0.309 2.402
H 3.155 -3.899 -1.063
C 4.980 0.245 2.262
H -5.506 -1.111 -0.227
H 5.773 0.832 2.725
C -3.990 -0.004 1.705
N -3.649 1.020 -0.581
H -6.475 -0.092 0.876
H -4.430 3.320 -2.976
H -3.495 -0.876 1.255
H 3.489 -2.396 -1.829
C -6.434 0.470 -1.204
C -3.065 1.175 -2.964
C 5.094 0.067 0.735
C 3.894 -2.198 0.251
C 3.080 -2.827 -0.907
H -6.077 2.470 0.665
C -4.495 2.976 -1.946
H 4.021 0.712 2.498
H 2.025 -2.549 -0.937
H -5.842 1.278 -3.113
Pt -1.366 -0.194 -0.182
H 2.191 -2.268 1.705
H -5.210 -0.302 -2.719
O 2.866 -0.087 -0.022
H 4.389 2.083 0.093
H 3.856 -2.147 2.361
H 6.576 -0.684 -0.631
H 7.334 -2.654 0.809
C 6.367 -2.165 0.901
C -4.606 0.769 0.528
H 3.261 -3.674 1.693
C 3.224 -2.593 1.597
H -2.226 1.871 -2.964
H 7.279 -0.158 0.834
C -4.125 1.467 -1.887
H -6.877 1.447 -0.981
C -5.186 2.078 1.146
H 5.241 -3.868 0.605
H -3.897 3.671 -1.350
H 2.463 -0.014 0.887
H 5.067 -0.684 2.824
C 6.423 -0.716 0.455
H -7.232 -0.154 -1.603
H -3.147 0.440 2.237
```

How positive or negative is each atom? The Löwdin charges in e answer that: C -0.1237; H 0.0765; N 0.0689; H 0.0988; H 0.1109; H 0.0921; C -0.1335; H 0.0768; C -0.0213; O -0.1653; H 0.1283; I 0.0735; H 0.0917; H 0.1049; H 0.1020; C -0.1374; H 0.0663; H 0.0945; H 0.1032; C 0.0069; H 0.1325; H 0.1104; C -0.0644; N -0.1142; H 0.1307; H 0.0931; H 0.0582; H 0.0962; C -0.1746; C -0.0318; C -0.4553; C -0.4487; C -0.0118; H 0.0791; C -0.0116; H 0.0955; H 0.0854; H 0.1259; Pt 0.3787; H 0.0377; H 0.1260; O 0.0333; H 0.0955; H 0.0687; H 0.1262; H 0.1254; C -0.1598; C -0.4919; H 0.1078; C 0.0169; H 0.0858; H 0.1332; C -0.4983; H 0.0987; C -0.0027; H 0.1305; H 0.0809; H -0.0071; H 0.0683; C -0.1250; H 0.1206; H 0.0419

Question: Which value of charge does entry 3 give?
Answer: +1

Question: Among the records above, which one has the highest E_tot?
Answer: C18H38IN2O2Pt